{
  "formula": "C9H9N4",
  "method": "ωB97M-V with the def2-TZVPD basis set",
  "species": ["C", "N", "C", "C", "C", "C", "C", "C", "C", "N", "C", "N", "N", "H", "H", "H", "H", "H", "H", "H", "H", "H"],
  "xyz": [[-1.913764, -3.172244, 0.905954], [-1.209384, -2.275796, 1.052456], [-0.378934, -1.220530, 0.735466], [0.510296, -1.250208, -0.299913], [1.459655, -0.239251, -0.340009], [2.525063, -0.407215, -1.372219], [1.301883, 0.940836, 0.404446], [0.067589, 0.984876, 1.122079], [-0.991851, 2.093103, 1.062378], [-1.898144, 1.701779, -0.022955], [-1.319941, 1.430039, -1.212230], [-0.855791, 1.050569, -2.197328], [-0.568842, -0.153600, 1.451322], [-2.652274, -3.889311, 1.067931], [0.541588, -2.141165, -0.866688], [2.132660, -0.050445, -2.304160], [2.723889, -1.487545, -1.616738], [3.447824, 0.077884, -0.977858], [2.020213, 1.829032, 0.436424], [-0.719276, 3.099706, 0.803183], [-1.670419, 2.154249, 2.030247], [-2.552043, 0.925243, 0.138217]],
  "atomic_forces_ev_per_a": [[1.4, 2.2, 1.3], [-1.3, -2.3, -1.4], [1.2, 1.7, 0.6], [0.2, -0.8, 1.0], [0.4, 0.2, -0.6], [1.1, -1.0, 0.7], [-0.7, 0.4, 0.7], [-0.2, -0.4, -0.5], [-1.6, 0.2, 2.4], [-0.7, -0.6, -0.8], [0.0, -0.3, -0.2], [0.0, 0.4, -0.1], [-0.7, 1.2, 0.4], [-0.9, -1.3, -0.2], [0.4, -0.5, -1.0], [0.2, 0.9, -0.5], [0.0, 1.0, 0.7], [-0.5, -0.2, -1.0], [-1.2, -1.5, -0.5], [0.9, 0.3, 0.2], [1.7, -0.3, -1.9], [0.3, 0.7, 0.6]],
  "charge": 1,
  "smiles": "C#[N+]c1cc(C)cc(CNC#N)n1",
  "gap_ev": 7.64
}